No. 1
Density functional theory data (ωB97M-V/def2-TZVPD) for a cluster of 11 separate species, C48H76N4O7 in total at a distorted geometry.

XYZ file:
```
135
Properties=species:S:1:pos:R:3:mulliken_charge:R:1
C 10.653 -0.008 7.894 -0.35
C 10.015 0.854 6.958 -0.48
C 9.567 0.265 5.744 -0.20
N 9.855 -0.988 5.410 -0.35
C 10.432 -1.830 6.354 -0.58
C 10.855 -1.371 7.601 -0.28
H 10.967 0.409 8.839 0.42
H 9.839 1.915 7.060 0.41
H 8.882 0.750 5.064 0.39
H 10.434 -2.846 5.989 0.57
H 11.286 -1.957 8.400 0.43
C 9.150 -6.622 4.567 0.16
C 8.043 -5.816 4.222 -0.72
C 6.795 -6.490 4.364 -0.23
N 6.593 -7.844 4.637 -0.55
C 7.773 -8.615 4.650 -0.35
C 9.016 -8.009 4.783 -0.15
H 10.083 -6.095 4.701 0.38
H 8.154 -4.741 4.220 0.43
H 5.899 -5.938 4.122 0.38
H 7.612 -9.660 4.869 0.38
H 9.904 -8.581 5.011 0.24
C 17.595 -7.808 4.438 -0.84
C 17.045 -6.750 5.213 -0.18
C 16.471 -7.100 6.432 0.55
N 16.456 -8.335 7.028 -0.45
C 17.000 -9.333 6.236 -0.54
C 17.540 -9.142 4.935 -0.46
H 18.094 -7.595 3.505 0.47
H 17.242 -5.745 4.871 0.57
H 16.226 -6.244 7.044 0.05
H 17.218 -10.225 6.804 0.43
H 18.053 -9.879 4.335 0.46
C 15.223 -8.259 -0.011 -0.62
C 14.794 -9.560 -0.306 -0.34
C 14.493 -10.378 0.740 -0.42
N 14.579 -9.972 2.054 -0.48
C 14.976 -8.705 2.379 -0.18
C 15.237 -7.785 1.324 -0.10
H 15.542 -7.595 -0.801 0.39
H 14.608 -9.751 -1.353 0.38
H 14.197 -11.414 0.669 0.38
H 15.005 -8.458 3.430 0.65
H 15.558 -6.774 1.527 0.38
C 12.961 -9.053 7.535 0.05
C 12.203 -10.325 7.504 -0.83
C 11.709 -10.496 6.100 -0.34
O 12.389 -9.384 5.321 -0.53
C 13.387 -8.874 6.092 1.04
H 13.832 -9.260 8.157 0.29
H 12.426 -8.232 8.010 0.12
H 11.369 -10.247 8.202 0.33
H 12.721 -11.187 7.924 0.32
H 10.629 -10.428 6.233 0.19
H 11.828 -11.524 5.758 0.33
H 13.640 -7.851 5.813 -0.79
H 14.199 -9.504 5.729 -0.21
C 13.591 -4.833 4.723 1.52
C 14.348 -3.554 4.303 0.42
C 13.925 -3.440 2.832 -0.49
O 13.709 -4.816 2.390 -0.50
C 13.072 -5.484 3.453 -0.26
H 12.714 -4.641 5.342 0.11
H 14.330 -5.481 5.194 -0.90
H 15.427 -3.696 4.242 -0.42
H 14.083 -2.700 4.926 0.23
H 14.618 -2.885 2.199 0.39
H 13.034 -2.847 2.627 -0.28
H 13.337 -6.522 3.253 -0.08
H 11.994 -5.401 3.315 0.12
C 14.334 1.105 5.565 -0.33
C 15.585 0.590 6.238 -0.64
C 16.256 -0.191 5.074 0.62
O 16.057 0.761 3.972 -0.42
C 14.925 1.584 4.219 -0.42
H 13.882 1.919 6.131 0.35
H 13.641 0.296 5.332 0.08
H 15.402 0.045 7.164 0.37
H 16.252 1.429 6.436 0.34
H 15.851 -1.195 4.953 -0.41
H 17.334 -0.205 5.238 0.10
H 14.209 1.532 3.399 0.10
H 15.309 2.603 4.262 0.34
C 11.437 -2.029 -0.011 -0.29
C 11.249 -1.251 1.190 0.53
C 10.047 -0.426 0.876 -0.41
O 9.446 -1.033 -0.287 -0.45
C 10.042 -2.258 -0.442 -0.55
H 12.079 -2.894 0.155 0.34
H 11.870 -1.555 -0.892 0.02
H 12.113 -0.609 1.362 -0.27
H 11.047 -1.883 2.055 -0.02
H 10.380 0.593 0.679 0.28
H 9.429 -0.489 1.771 0.27
H 9.894 -2.603 -1.465 0.40
H 9.678 -3.060 0.200 0.22
C 15.784 0.082 -0.856 -0.67
C 14.877 1.038 -1.593 -0.45
C 14.082 1.755 -0.550 -0.56
O 13.932 0.827 0.488 -0.42
C 15.158 -0.004 0.488 0.28
H 16.735 0.578 -0.661 0.30
H 15.903 -0.898 -1.318 0.30
H 14.261 0.455 -2.277 0.24
H 15.403 1.874 -2.053 0.34
H 13.060 2.038 -0.805 0.29
H 14.578 2.655 -0.186 0.27
H 14.792 -1.010 0.692 -0.20
H 15.904 0.390 1.178 0.24
C 18.995 -3.363 7.463 -0.75
C 17.621 -3.504 7.973 0.25
C 16.935 -2.442 7.091 0.10
O 17.528 -2.701 5.807 -0.30
C 18.892 -3.160 6.043 -0.57
H 19.562 -4.292 7.537 0.30
H 19.603 -2.624 7.983 0.33
H 17.598 -3.157 9.006 0.49
H 17.109 -4.459 7.861 -0.46
H 17.142 -1.445 7.480 0.13
H 15.859 -2.610 7.059 0.12
H 19.669 -2.483 5.689 0.18
H 19.103 -4.157 5.656 0.34
C 13.284 -5.737 10.060 -0.58
C 14.280 -5.512 9.060 -0.03
C 14.004 -4.077 8.620 0.95
O 13.297 -3.509 9.735 -0.51
C 13.198 -4.409 10.846 -0.66
H 13.490 -6.684 10.560 0.51
H 12.308 -5.905 9.605 0.23
H 14.159 -6.321 8.340 -0.34
H 15.315 -5.548 9.402 0.28
H 13.412 -4.022 7.707 -0.08
H 14.969 -3.587 8.489 -0.49
H 12.346 -4.093 11.448 0.32
H 14.038 -4.209 11.512 0.23
```

Values from the calculation:
- SMILES: c1ccncc1.c1ccncc1.c1ccncc1.c1ccncc1.C1CCOC1.C1CCOC1.C1CCOC1.C1CCOC1.C1CCOC1.C1CCOC1.C1CCOC1
- HOMO energy: -9.243 eV
- E_LUMO: 0.4 eV
- Energy relative to the best compared isomer or geometry (same formula, charge and spin): 5.103 eV
- Frontier orbital gap: 9.68 eV



No. 2
Density functional theory data (ωB97M-V/def2-TZVPD) for a structure of composition C48H77BCl5MoN2P3 at a distorted geometry.

XYZ file:
```
137
Properties=species:S:1:pos:R:3:lowdin_spin:R:1
Mo 0.416 -0.324 -0.749 2.02
C 4.791 -2.047 -2.642 0.00
C 4.402 -2.155 -1.161 -0.01
C 5.644 -2.446 -0.311 -0.01
C 3.461 -3.349 -0.992 0.00
P 3.480 -0.572 -0.647 -0.07
C 3.547 -0.624 1.200 0.00
N 2.380 -1.327 1.654 0.02
B 1.059 -1.197 1.123 -0.01
N 0.272 -2.158 1.860 0.02
C -1.101 -2.559 1.697 0.00
P -1.622 -2.336 -0.059 -0.01
C -1.080 -3.937 -0.906 0.00
C -1.384 -3.813 -2.417 0.00
C 0.427 -4.023 -0.665 0.01
C -1.670 -5.247 -0.369 0.00
C -3.514 -2.376 0.107 0.00
C -3.977 -1.342 1.145 0.00
C -4.050 -3.715 0.625 0.00
C -4.104 -2.086 -1.277 0.00
C 1.099 -2.811 2.775 0.01
C 0.806 -3.794 3.710 0.00
C 1.847 -4.282 4.485 0.01
C 3.144 -3.787 4.345 0.01
C 3.434 -2.782 3.435 0.00
C 2.397 -2.299 2.648 0.01
C 4.569 0.929 -1.018 -0.01
C 6.038 0.746 -0.623 0.00
C 4.000 2.064 -0.153 0.00
C 4.524 1.273 -2.515 0.00
H 5.024 -3.045 -3.017 0.00
H 5.677 -1.431 -2.785 0.00
H 3.982 -1.643 -3.255 0.00
H 6.182 -3.259 -0.803 0.00
H 5.380 -2.803 0.686 0.00
H 6.334 -1.616 -0.217 0.00
H 4.045 -4.267 -1.087 0.00
H 2.709 -3.358 -1.775 0.00
H 2.980 -3.367 -0.013 0.00
H 3.562 0.397 1.578 0.00
H 4.454 -1.123 1.531 0.00
H -1.766 -1.970 2.333 0.00
H -1.224 -3.606 1.980 0.00
H -0.579 -4.260 -3.003 0.00
H -1.502 -2.779 -2.747 0.00
H -2.300 -4.341 -2.679 0.00
H 0.925 -3.076 -0.861 0.00
H 0.851 -4.780 -1.328 0.00
H 0.660 -4.317 0.360 0.00
H -2.663 -5.451 -0.752 0.00
H -1.693 -5.293 0.720 0.00
H -1.026 -6.062 -0.708 0.00
H -5.051 -1.191 1.023 0.00
H -3.821 -1.714 2.159 0.00
H -3.499 -0.378 1.063 0.00
H -3.497 -4.087 1.488 0.00
H -4.084 -4.484 -0.138 0.00
H -5.079 -3.550 0.954 0.00
H -3.692 -1.178 -1.718 0.00
H -5.186 -1.959 -1.197 0.00
H -3.923 -2.909 -1.967 0.00
H -0.200 -4.166 3.855 0.00
H 1.647 -5.049 5.221 0.00
H 3.932 -4.186 4.968 0.00
H 4.438 -2.386 3.362 0.00
H 6.159 0.401 0.404 0.00
H 6.518 1.726 -0.695 0.00
H 6.570 0.082 -1.301 0.00
H 4.514 2.112 0.808 0.00
H 2.934 1.948 0.042 0.00
H 4.151 3.022 -0.649 0.00
H 5.111 0.570 -3.103 0.00
H 4.960 2.263 -2.664 0.00
H 3.516 1.291 -2.917 0.00
Cl 1.043 -1.617 -2.993 0.02
C 1.201 0.069 -3.414 0.01
C 1.180 0.914 -2.314 -0.03
C 1.323 2.262 -2.626 0.01
Cl 1.391 3.426 -1.377 0.00
C 1.450 2.714 -3.945 0.00
Cl 1.621 4.385 -4.268 0.00
C 1.440 1.807 -5.007 0.01
Cl 1.590 2.348 -6.619 0.00
C 1.318 0.446 -4.738 0.00
Cl 1.318 -0.725 -5.985 0.00
C -2.017 6.226 1.305 0.00
C -0.612 5.768 1.690 0.00
C -0.517 4.232 1.640 0.00
C -1.379 3.654 0.499 -0.01
C -1.451 4.686 -0.637 0.00
C -2.338 5.845 -0.154 0.00
P -1.089 1.807 0.234 -0.01
C -1.515 1.140 1.933 0.01
C -0.294 1.174 2.874 0.00
C -0.504 0.256 4.093 0.00
C -1.982 0.187 4.509 0.00
C -2.674 1.503 4.178 0.00
C -2.754 1.713 2.655 0.00
C -2.467 1.368 -0.958 0.00
C -3.873 1.984 -0.759 0.00
C -4.206 3.121 -1.725 0.00
C -4.064 2.717 -3.205 0.00
C -3.133 1.516 -3.408 0.00
C -1.973 1.535 -2.414 0.00
H -2.112 7.302 1.439 0.00
H -2.736 5.761 1.987 0.00
H -0.371 6.103 2.699 0.00
H 0.122 6.227 1.024 0.00
H -0.870 3.847 2.596 0.00
H 0.526 3.925 1.521 0.00
H -2.412 3.560 0.848 0.00
H -1.837 4.276 -1.568 0.00
H -0.472 5.090 -0.850 0.00
H -3.394 5.579 -0.240 0.00
H -2.171 6.698 -0.813 0.00
H -1.697 0.083 1.709 0.00
H -0.132 2.190 3.227 0.00
H 0.613 0.884 2.336 0.00
H 0.084 0.651 4.923 0.00
H -0.120 -0.744 3.893 0.00
H -2.059 -0.026 5.575 0.00
H -2.499 -0.629 3.992 0.00
H -2.121 2.322 4.646 0.00
H -3.682 1.527 4.592 0.00
H -2.877 2.779 2.471 0.00
H -3.653 1.220 2.283 0.00
H -2.556 0.293 -0.806 0.00
H -4.015 2.330 0.265 0.00
H -4.604 1.187 -0.915 0.00
H -3.577 3.980 -1.512 0.00
H -5.230 3.442 -1.529 0.00
H -3.683 3.568 -3.771 0.00
H -5.042 2.477 -3.625 0.00
H -2.738 1.525 -4.425 0.00
H -3.692 0.585 -3.297 0.00
H -1.411 2.463 -2.542 0.00
H -1.286 0.711 -2.657 0.00
```

Values from the calculation:
- 2S+1: 3
- HOMO energy (spin up / spin down): -12.681 / -12.822 eV
- E_LUMO (spin up / spin down): -7.2 / -6.5 eV
- Energy relative to the best compared isomer or geometry (same formula, charge and spin): 0.000 eV
- Frontier orbital gap (spin up / spin down): 5.49 / 6.35 eV
- Net charge: +2
- Expectation value of S²: 2.081



No. 3
Density functional theory data (ωB97M-V/def2-TZVPD) for a cluster of 15 separate species, C48H78Cl12O27 in total at a distorted geometry.

XYZ file:
```
165
Properties=species:S:1:pos:R:3:mulliken_charge:R:1
Cl 12.410 20.806 14.932 -0.15
C 11.238 19.497 15.345 -0.48
C 11.032 19.515 16.837 -0.19
Cl 9.830 18.293 17.221 -0.20
H 11.646 18.484 15.019 0.15
H 10.357 19.746 14.708 0.39
H 10.718 20.475 17.224 0.37
H 12.070 19.323 17.248 0.09
Cl 17.216 11.247 17.875 -0.21
C 16.703 10.336 16.395 0.00
C 17.902 9.577 15.945 -0.60
Cl 19.194 10.759 15.436 -0.11
H 16.241 10.975 15.716 -0.24
H 15.969 9.519 16.675 0.45
H 17.581 8.962 15.074 0.34
H 18.235 8.941 16.750 0.41
Cl 17.442 16.535 19.560 -0.18
C 16.456 16.384 18.127 1.38
C 15.023 16.879 18.304 -0.16
Cl 15.024 18.620 18.732 -0.20
H 16.408 15.303 17.911 0.01
H 16.870 17.006 17.394 -1.14
H 14.521 16.257 19.038 0.50
H 14.432 16.787 17.346 -0.05
Cl 13.432 11.139 15.558 -0.16
C 13.677 12.201 17.019 -0.32
C 13.746 13.683 16.808 0.38
Cl 12.616 14.425 15.695 -0.10
H 14.567 11.928 17.530 0.15
H 12.813 11.895 17.727 0.31
H 14.780 14.021 16.403 -0.45
H 13.665 14.203 17.789 0.23
Cl 15.637 15.815 14.837 -0.04
C 14.932 17.190 14.010 -0.87
C 15.913 17.665 12.895 0.42
Cl 16.221 16.179 11.804 0.57
H 14.731 17.987 14.758 0.39
H 13.954 16.834 13.691 0.48
H 16.886 17.939 13.228 -0.53
H 15.495 18.488 12.269 -0.41
Cl 10.468 16.368 11.623 -0.18
C 10.627 17.523 10.350 -0.66
C 11.920 18.342 10.345 0.33
Cl 12.260 18.971 12.039 0.23
H 9.713 18.146 10.516 0.23
H 10.536 17.143 9.384 0.54
H 11.720 19.134 9.610 -0.28
H 12.727 17.726 9.973 -0.21
C 21.233 19.879 10.431 -1.51
C 19.872 20.174 11.131 0.65
C 18.928 18.970 11.347 0.88
O 19.333 18.447 12.572 0.57
C 19.983 19.399 13.264 -0.09
O 20.208 19.299 14.429 -0.48
O 20.256 20.471 12.463 -0.40
H 21.153 19.728 9.371 0.39
H 21.683 18.994 10.866 0.26
H 22.030 20.646 10.564 0.35
H 19.389 21.032 10.626 0.35
H 18.903 18.247 10.461 -0.43
H 17.951 19.354 11.469 -0.81
C 20.809 14.767 18.335 -1.39
C 20.102 13.715 17.534 0.58
C 19.316 14.144 16.324 0.94
O 20.340 14.349 15.403 0.17
C 21.305 13.468 15.693 0.28
O 22.206 13.228 14.962 -0.59
O 21.070 12.838 16.851 -0.41
H 20.042 15.329 18.782 0.19
H 21.405 15.333 17.672 0.34
H 21.396 14.203 19.053 0.45
H 19.521 13.112 18.216 0.43
H 18.661 15.051 16.473 -0.53
H 18.653 13.280 15.922 -0.42
C 13.547 13.578 11.861 -0.91
C 14.447 12.570 11.279 0.92
C 15.829 12.558 11.845 0.20
O 15.818 11.412 12.793 -0.29
C 14.640 10.724 12.620 0.49
O 14.420 9.744 13.285 -0.58
O 13.946 11.207 11.626 -0.43
H 13.946 14.525 11.833 0.13
H 13.311 13.277 12.916 0.07
H 12.589 13.578 11.266 0.32
H 14.413 12.678 10.174 0.13
H 16.025 13.372 12.494 -0.14
H 16.675 12.348 11.176 0.08
C 15.367 22.730 13.975 -0.91
C 15.985 23.481 12.899 0.40
C 17.280 22.825 12.420 0.37
O 17.325 23.325 11.049 -0.43
C 16.049 23.508 10.666 0.53
O 15.704 23.636 9.530 -0.60
O 15.211 23.621 11.681 -0.25
H 15.020 21.728 13.627 -0.25
H 14.462 23.287 14.230 0.56
H 16.074 22.642 14.784 0.32
H 16.194 24.544 13.260 0.19
H 17.276 21.762 12.593 -0.49
H 18.150 23.151 13.003 0.59
C 17.388 16.784 7.064 -1.24
C 16.227 15.751 6.929 0.27
C 16.309 14.559 7.909 -0.03
O 15.023 14.476 8.533 -0.09
C 14.268 15.502 8.105 0.49
O 13.121 15.619 8.406 -0.54
O 15.012 16.394 7.305 -0.32
H 17.231 17.581 6.361 0.41
H 18.351 16.361 6.906 0.49
H 17.419 17.102 8.098 0.07
H 16.083 15.499 5.869 0.23
H 17.062 14.801 8.670 -0.11
H 16.618 13.622 7.422 0.30
C 11.457 23.838 11.884 -1.10
C 10.712 23.189 10.744 0.52
C 11.483 22.155 9.925 0.24
O 10.488 21.309 9.407 -0.31
C 9.361 21.429 10.177 0.60
O 8.344 20.871 9.854 -0.57
O 9.536 22.419 11.159 -0.39
H 12.353 24.381 11.601 0.34
H 11.721 23.026 12.586 0.11
H 10.748 24.516 12.496 0.36
H 10.340 23.962 10.012 0.21
H 12.178 21.573 10.499 -0.21
H 12.019 22.608 9.094 0.25
C 19.605 18.054 17.067 -0.80
C 18.563 19.082 17.049 0.60
C 19.030 20.515 16.757 -0.63
O 18.355 20.973 15.602 -0.28
C 17.558 19.952 15.146 -0.68
O 16.889 20.077 14.162 0.28
O 17.622 18.913 15.952 0.03
H 20.093 18.021 16.113 0.24
H 19.287 17.029 17.177 -0.53
H 20.318 18.177 17.866 0.51
H 17.940 19.111 17.980 0.46
H 20.083 20.609 16.501 0.33
H 18.697 21.213 17.553 0.39
C 13.364 20.021 7.117 -1.63
C 14.490 19.670 8.104 1.32
C 15.827 20.283 7.814 -0.74
O 16.431 20.289 9.106 -0.02
C 15.436 20.340 9.959 -0.37
O 15.580 20.572 11.135 -0.38
O 14.206 20.107 9.437 0.27
H 12.997 21.041 7.123 0.34
H 12.441 19.380 7.361 0.28
H 13.603 19.871 6.064 0.47
H 14.627 18.594 8.158 -0.32
H 15.781 21.336 7.501 0.38
H 16.370 19.868 6.957 0.31
C 22.741 15.704 12.510 -1.35
C 21.758 14.917 11.611 0.63
C 20.348 14.703 12.185 0.34
O 19.503 14.873 11.004 -0.21
C 20.158 15.460 10.031 0.38
O 19.623 15.788 9.030 -0.48
O 21.436 15.693 10.406 -0.40
H 22.293 16.619 12.849 0.19
H 23.604 16.066 11.898 0.38
H 23.015 15.116 13.383 0.36
H 22.277 14.000 11.329 0.22
H 20.125 15.440 12.928 -0.05
H 20.106 13.726 12.565 0.11
```

Values from the calculation:
- HOMO energy: -10.366 eV
- E_LUMO: 0.3 eV
- Energy relative to the best compared isomer or geometry (same formula, charge and spin): 0.000 eV
- Frontier orbital gap: 10.65 eV



> Among the records above, which one has the highest energy relative to the best compared isomer or geometry (same formula, charge and spin)?

C48H76N4O7



> Which of these has the highest energy relative to the best compared isomer or geometry (same formula, charge and spin)?

C48H76N4O7



> Which of these has the highest energy relative to the best compared isomer or geometry (same formula, charge and spin)?

C48H76N4O7